Version a
ORCA calculation (ωB97M-V/def2-TZVPD) on a 2-piece molecular cluster, C2H8NO2 overall.

Lowest unoccupied orbital energy (spin up / spin down) in eV: -4.00 / -4.00
Total charge: +1
Frontier orbital gap (spin up / spin down) in eV: 9.0575 / 9.0567

Geometry as XYZ:
```
13
Properties=species:S:1:pos:R:3:mulliken_charge:R:1
H -0.141 -1.266 2.003 0.3533
H -1.648 0.755 0.984 0.4343
C 0.032 0.051 0.536 0.1303
O -0.693 0.973 1.168 -0.4538
H -0.640 0.139 -2.136 0.3508
N 1.487 0.621 0.151 -0.4285
H 1.392 1.666 -0.169 0.3952
H 1.942 0.127 -0.588 0.3630
H -2.042 -0.180 -1.021 0.2200
H 2.158 0.556 1.013 0.3820
H -0.970 -1.680 -1.469 0.3204
C -1.077 -0.579 -1.485 -0.6442
O 0.199 -1.181 1.015 -0.4226
```

***

Version b
ORCA calculation (ωB97M-V/def2-TZVPD) on a 2-piece molecular cluster, C2H8NO2 overall.

Lowest unoccupied orbital energy in eV: -4.17
Total charge: +1
Frontier orbital gap in eV: 10.7061

Geometry as XYZ:
```
13
Properties=species:S:1:pos:R:3:mulliken_charge:R:1
H 0.236 0.509 1.108 0.2462
H 0.673 -0.093 2.600 0.4035
H -1.312 1.721 -0.269 0.3468
H -0.746 -1.679 -0.324 0.3437
O -1.089 0.799 -0.034 -0.5760
H 0.413 -1.563 -1.699 0.3291
H 1.772 -0.107 1.274 0.4060
C -0.522 0.305 -1.209 0.6216
C -0.511 -1.192 -1.264 -0.8968
H -1.305 -1.436 -1.976 0.2979
N 1.047 0.401 1.781 -0.4356
O -0.136 1.056 -2.040 -0.4591
H 1.480 1.279 2.052 0.3728
```

***

Version c
ORCA calculation (ωB97M-V/def2-TZVPD) on a 2-piece molecular cluster, C2H8NO2 overall.

Lowest unoccupied orbital energy in eV: -3.50
Total charge: +1
Frontier orbital gap in eV: 11.9037

Geometry as XYZ:
```
13
Properties=species:S:1:pos:R:3:mulliken_charge:R:1
H -2.025 0.364 1.285 0.3211
O 0.639 -0.531 -1.255 -0.6371
H -1.334 1.640 2.375 0.3334
H 0.721 1.583 1.276 0.3546
H -1.475 2.095 0.516 0.3396
H 0.716 -2.465 -0.769 0.2945
N 0.067 0.839 1.067 -0.2372
C -1.356 1.307 1.285 -0.7327
H 1.436 -1.480 -3.367 0.3573
H 0.019 0.349 0.163 0.3268
O 1.471 -2.051 -2.631 -0.3901
H 0.312 0.039 1.609 0.3485
C 0.809 -1.689 -1.555 0.3214
```

***

The most stable of them is version b.

***

Version a
ORCA calculation (ωB97M-V/def2-TZVPD) on C2H5N5O as an isolated structure.

Lowest unoccupied orbital energy in eV: 0.75
Frontier orbital gap in eV: 9.0095

Geometry as XYZ:
```
13
Properties=species:S:1:pos:R:3:mulliken_charge:R:1
N -1.270 -1.209 -1.012 -0.3654
H -2.163 -1.035 -0.573 0.2560
H -1.651 1.829 0.738 0.2559
O 1.942 1.795 0.326 -0.5425
H -1.076 0.907 1.965 0.2626
H -1.077 -2.056 -1.521 0.2746
N 1.841 -0.582 0.257 -0.3435
N -1.380 0.883 0.991 -0.6971
N -0.256 0.555 0.215 0.2246
C 1.413 0.729 0.169 0.5520
H 2.836 -0.701 0.080 0.2996
C -0.222 -0.480 -0.605 0.4967
N 1.063 -0.634 -1.030 -0.6734
```

***

Version b
ORCA calculation (ωB97M-V/def2-TZVPD) on C2H5N5O as an isolated structure.

Lowest unoccupied orbital energy in eV: -0.21
Frontier orbital gap in eV: 9.5093

Geometry as XYZ:
```
13
Properties=species:S:1:pos:R:3:mulliken_charge:R:1
C -0.222 -0.478 -0.268 0.5137
O -1.656 -1.060 -0.280 -0.2505
N -1.884 1.126 0.215 -0.1760
C 2.922 0.354 -0.283 -0.6724
H 3.733 0.886 0.415 0.3004
N -0.416 0.992 -0.340 -0.2227
H 0.510 1.521 0.265 0.4259
H 3.415 -0.402 -1.343 0.2519
N -2.626 -0.006 0.203 0.0898
H 2.586 1.140 -1.001 0.2391
N 1.820 -0.063 0.614 -0.2764
N 0.894 -1.106 0.132 -0.5096
H 2.278 -0.518 1.448 0.2870
```

***

Version c
ORCA calculation (ωB97M-V/def2-TZVPD) on C2H5N5O as an isolated structure.

Lowest unoccupied orbital energy in eV: -0.76
Frontier orbital gap in eV: 7.4791

Geometry as XYZ:
```
13
Properties=species:S:1:pos:R:3:mulliken_charge:R:1
N -1.853 -1.409 -0.004 -0.3161
C 2.677 -0.097 -0.193 -0.5241
H -0.979 1.056 1.358 0.3562
N -2.908 -0.573 -0.093 -0.1861
H 2.525 -0.802 -1.068 0.2571
N -2.522 0.550 -0.115 -0.0188
O 1.371 0.268 0.115 -0.0777
H -3.584 1.491 -0.429 0.4115
H 3.373 0.716 -0.474 0.2625
N 0.572 -0.822 0.176 -0.5865
H 3.181 -0.832 0.567 0.2333
N -1.162 0.924 0.025 -0.2882
C -0.691 -0.469 0.136 0.4771
```

***

The most stable of them is version a.

***

Version a
ORCA calculation (ωB97M-V/def2-TZVPD) on C18H20IIrN5PS2 as an isolated structure.

Lowest unoccupied orbital energy (spin up / spin down) in eV: -10.77 / -11.90
Total charge: +3
Spin multiplicity: 2
Frontier orbital gap (spin up / spin down) in eV: 6.4412 / 5.3159

Geometry as XYZ:
```
48
Properties=species:S:1:pos:R:3:mulliken_charge:R:1
H -0.803 6.448 1.104 0.4415
H -1.765 -0.235 -2.774 0.4216
N -4.728 -1.256 -0.393 0.2828
N 0.246 3.371 0.174 -0.4336
C -4.279 -2.612 -0.077 -0.6207
C -1.778 0.665 3.784 -0.4376
N -0.411 0.379 1.688 -0.0162
N -2.987 -2.625 -0.755 0.3056
N -3.628 -1.171 -2.542 0.1639
H -1.008 -0.827 6.731 0.4350
C -1.866 0.291 5.112 -0.8794
C 1.971 4.961 -0.196 -0.7861
C -0.713 0.170 3.043 0.1509
Ir -0.893 1.548 0.164 0.4773
H 2.090 2.835 -0.590 0.4644
S 1.439 -1.196 2.449 -0.0684
C 0.653 -0.268 1.270 0.4918
H -4.567 0.751 0.111 0.5008
I -2.397 3.544 1.186 0.0590
C -0.522 4.375 0.636 0.6210
C -4.903 -1.041 -1.843 -0.8427
C -2.692 -0.098 -2.214 -1.0272
H 0.864 -1.725 5.401 0.4524
H -4.948 -3.348 -0.515 0.2798
H -4.173 -2.763 0.994 0.3261
H -2.105 -2.628 -2.660 0.3567
S 0.915 0.120 -0.401 -0.3412
C -0.916 -0.559 5.688 -0.5982
H -1.834 -2.109 0.922 0.4687
H -2.505 1.330 3.340 0.1436
H -0.977 -2.107 -0.643 0.5397
C 1.155 5.972 0.286 -0.1232
C -3.092 -2.488 -2.223 -0.8028
C -0.143 5.681 0.722 -0.5388
H -5.328 -0.051 -2.002 0.3651
C -4.039 -0.188 0.295 -0.9290
H -2.676 0.665 5.724 0.4403
H -3.768 -3.258 -2.592 0.3164
H -3.113 0.863 -2.519 0.5240
C 1.491 3.663 -0.237 0.0459
H 1.518 6.991 0.334 0.4571
C -1.920 -1.882 -0.141 -0.9480
C 0.136 -1.064 4.950 -0.5444
C 0.227 -0.691 3.612 0.9505
H -5.598 -1.789 -2.221 0.3264
H -4.006 -0.368 1.372 0.3991
P -2.316 -0.070 -0.402 1.2960
H 2.976 5.169 -0.535 0.4338
```

***

Version b
ORCA calculation (ωB97M-V/def2-TZVPD) on C18H20IIrN5PS2 as an isolated structure.

Lowest unoccupied orbital energy (spin up / spin down) in eV: -10.81 / -12.04
Total charge: +3
Spin multiplicity: 2
Frontier orbital gap (spin up / spin down) in eV: 6.2012 / 4.9699

Geometry as XYZ:
```
48
Properties=species:S:1:pos:R:3:mulliken_charge:R:1
H -1.764 4.030 -1.829 0.3279
H -4.639 -5.038 -1.066 0.4636
H 1.429 1.486 -0.907 0.4676
N 1.769 -0.985 0.947 0.2359
H 0.686 1.785 1.795 0.4204
N -2.453 2.479 -0.611 0.1599
C 3.972 -0.872 1.606 0.9125
C 1.657 -1.067 2.264 0.3815
S -0.060 -1.293 2.659 -0.2378
C -2.170 3.225 0.611 -0.8420
C -3.095 -2.535 0.590 0.0811
C -1.549 2.979 -1.640 -0.8369
C 5.810 -0.674 0.122 -0.6112
C -0.358 1.803 1.479 -0.9669
C 3.563 -0.787 -0.783 -0.2823
H 6.033 -0.765 2.257 0.4491
H -1.001 1.541 2.320 0.5122
H -3.059 0.700 0.335 0.4774
H -2.593 0.516 -1.351 0.4493
N -1.921 -2.510 -0.067 -0.2809
C -2.344 1.032 -0.421 -0.9840
H -3.205 -1.834 1.406 0.5127
Ir -0.125 -1.520 0.363 -0.0818
C 0.153 3.689 -0.031 -0.6072
H 2.889 -0.802 -1.632 0.4087
C -3.874 -4.324 -0.788 -0.1781
H -1.669 2.420 -2.567 0.3688
C 4.929 -0.684 -0.966 -0.8532
C 3.089 -0.880 0.522 -0.3382
H -2.384 4.281 0.453 0.3170
H 5.327 -0.615 -1.969 0.4329
H 1.195 3.608 0.270 0.3255
H -0.125 4.724 -0.212 0.2766
H 6.874 -0.600 -0.056 0.4277
C -1.738 -3.383 -1.062 0.5360
P -0.634 0.573 0.089 1.7487
H -2.450 -5.002 -2.277 0.4592
I 0.192 -3.119 -1.852 0.1695
H -2.761 2.856 1.447 0.3539
N -0.145 2.861 -1.197 0.3025
S 3.113 -1.021 3.123 -0.0769
C 0.369 1.514 -1.168 -0.9634
H 0.230 1.053 -2.149 0.3989
C 5.347 -0.767 1.420 -0.5384
C -4.092 -3.427 0.247 -0.8967
H -5.023 -3.422 0.796 0.4397
C -2.659 -4.313 -1.470 -0.5575
N -0.738 3.081 0.948 0.3165
```

***

The most stable of them is version b.

***

Version a
ORCA calculation (ωB97M-V/def2-TZVPD) on one molecule with the formula C9H15N3.

Lowest unoccupied orbital energy in eV: 0.79
Frontier orbital gap in eV: 9.6930
SMILES: CC(C)(C)C/C=C/n1cncn1

Geometry as XYZ:
```
27
Properties=species:S:1:pos:R:3:mulliken_charge:R:1
N -5.667 -0.019 -0.340 -0.6123
H -2.432 2.132 0.208 0.3052
H -5.444 -2.101 0.066 0.4057
C 1.196 -1.609 0.146 -1.7497
H 1.848 -2.069 -0.594 0.4343
C -4.759 0.921 -0.261 -0.0038
H -1.445 -0.688 0.767 0.3550
C 2.665 0.402 0.263 -1.9081
H 1.537 -1.912 1.134 0.3995
H 3.359 -0.087 -0.417 0.4400
C 0.813 0.324 -1.406 -1.7718
C -2.380 1.062 0.340 -0.1207
N -3.576 0.396 0.132 0.6006
H -4.911 1.959 -0.475 0.3553
C -4.993 -1.132 0.019 -0.1397
H 2.972 0.182 1.283 0.4007
C -1.239 0.377 0.692 -0.4364
H 2.735 1.478 0.106 0.4273
H 1.561 0.007 -2.129 0.4577
H -0.139 -0.130 -1.672 0.3833
H 0.456 0.136 2.026 0.3701
C 0.326 0.584 1.044 -1.0159
C 1.235 -0.086 0.007 1.9635
N -3.733 -0.924 0.309 -0.7417
H 0.538 1.652 1.097 0.4299
H 0.190 -1.994 -0.005 0.3860
H 0.708 1.404 -1.474 0.3862
```

***

Version b
ORCA calculation (ωB97M-V/def2-TZVPD) on one molecule with the formula C9H15N3.

Lowest unoccupied orbital energy (spin up / spin down) in eV: 0.29 / 0.29
Frontier orbital gap (spin up / spin down) in eV: 7.6931 / 7.6939

Geometry as XYZ:
```
27
Properties=species:S:1:pos:R:3:mulliken_charge:R:1
H -1.923 2.934 1.186 0.2734
H 1.418 -2.248 -0.345 0.2701
C 1.309 -0.165 -1.124 -0.0213
N -0.917 2.202 -1.708 -0.7066
H 0.988 -0.565 -2.000 0.7131
H 2.810 1.170 -0.240 0.3166
H 2.650 -1.074 0.402 0.2872
C -1.712 1.985 0.664 -1.2024
H -3.948 1.364 2.111 0.3653
H -2.712 1.393 3.250 0.3329
N -1.869 -0.328 0.779 -1.3215
C -1.088 -1.825 -0.883 -0.9233
C 0.202 0.142 -0.208 -0.7598
H -2.133 -2.158 -0.858 0.3011
C -1.396 2.147 -0.628 0.6145
H -3.383 -0.168 2.559 0.3296
H -0.548 -2.542 -0.157 0.3386
N -0.911 -0.516 -0.078 0.9272
H 2.793 -1.414 -1.408 0.3856
C 2.272 1.103 -1.240 -1.5546
H -0.448 -1.633 -1.764 0.2590
H 0.280 0.958 0.421 1.0333
H 1.573 1.926 -1.388 0.4030
H 2.971 0.962 -1.961 0.4984
C -2.146 0.837 1.236 1.1199
C -3.105 0.910 2.395 -1.2017
C 2.127 -1.395 -0.543 -1.0777
```

***

The most stable of them is version a.